1 | Here is the molecule C5H5F from OMol25. Energies are from the ωB97M-V functional and the def2-TZVPD basis.

Output
- Spin multiplicity: 1
- HOMO-LUMO gap: 11.2246 eV
- HOMO level: -0.3675 Eh
- SMILES string: F[C@H]1[C@]23C[C@]12C3
- Lowest unoccupied orbital energy: 1.22 eV

XYZ file:
```
11
Properties=species:S:1:pos:R:3:mulliken_charge:R:1
F 2.300 -0.032 -0.018 -0.269
C 1.130 0.617 0.011 0.361
C -0.020 0.099 0.789 -0.486
C -0.086 -1.279 0.018 -0.127
C -0.022 -0.044 -0.868 -0.495
C -1.126 0.683 0.060 -0.139
H 1.194 1.686 -0.132 0.314
H 0.916 -1.717 0.068 0.214
H -1.077 -1.744 0.104 0.208
H -2.003 0.036 0.179 0.166
H -1.206 1.695 -0.209 0.253
```

***

2 | Here is a cluster of 2 separate species, C5H5F in total from OMol25. Energies are from the ωB97M-V functional and the def2-TZVPD basis.

Output
- Spin multiplicity: 1
- HOMO-LUMO gap (alpha / beta): 8.5130 / 8.1626 eV
- HOMO level (alpha / beta): -0.3369 / -0.3317 Eh
- Lowest unoccupied orbital energy (alpha / beta): -0.65 / -0.86 eV

XYZ file:
```
11
Properties=species:S:1:pos:R:3:mulliken_charge:R:1
C -3.184 -0.381 0.036 -0.172
C -1.972 -0.312 0.088 -0.135
C -0.595 -0.255 0.052 -0.619
C 0.469 0.525 -0.156 0.936
C 1.913 0.175 0.007 -1.274
F 0.211 1.758 -0.495 -0.220
H -4.070 -0.136 -0.386 0.391
H 0.207 -2.091 0.560 0.078
H 2.236 -0.660 -0.398 0.442
H 2.189 0.313 1.074 0.264
H 2.596 1.065 -0.382 0.310
```

***

3 | Here is the molecule C5H5F from OMol25. Energies are from the ωB97M-V functional and the def2-TZVPD basis.

Output
- Spin multiplicity: 1
- HOMO-LUMO gap: 9.8939 eV
- HOMO level: -0.3277 Eh
- SMILES string: CC#C/C=C/F
- Lowest unoccupied orbital energy: 0.98 eV

XYZ file:
```
11
Properties=species:S:1:pos:R:3:mulliken_charge:R:1
C 2.429 0.169 -0.022 -1.342
C 1.040 -0.119 0.042 0.943
C -0.161 -0.376 0.102 0.080
C -1.599 -0.623 0.056 -0.875
C -2.466 0.341 0.079 -0.035
F -3.788 0.091 -0.026 -0.241
H 2.995 -0.650 -0.502 0.288
H 2.742 1.117 -0.566 0.276
H 2.852 0.235 1.008 0.267
H -1.933 -1.581 -0.202 0.321
H -2.112 1.395 0.032 0.318
```

***

Most stable = 3

***

1 | Here is a structure of composition C3H7N3O3 from OMol25. Energies are from the ωB97M-V functional and the def2-TZVPD basis.

Output
- Spin multiplicity: 1
- HOMO-LUMO gap: 9.3044 eV
- HOMO level: -0.3212 Eh
- Lowest unoccupied orbital energy: 0.56 eV

XYZ file:
```
16
Properties=species:S:1:pos:R:3:mulliken_charge:R:1
C -1.861 -1.379 -0.348 -0.722
C -0.013 0.320 0.099 0.750
C 0.942 -0.843 0.197 0.189
H -1.143 -2.267 -0.329 0.291
H -2.184 -1.146 -1.488 0.219
H -2.753 -1.583 0.201 0.327
H -1.592 1.878 0.677 0.425
H -2.255 1.067 -1.072 0.282
H 1.438 2.876 -0.246 0.389
H 2.319 -1.809 -0.869 0.366
N -1.322 -0.108 0.239 0.047
N -2.312 0.946 0.094 -0.733
N 0.206 1.539 0.062 -0.501
O 1.631 1.837 -0.144 -0.428
O 1.645 -1.072 -1.028 -0.457
O 1.195 -1.295 1.257 -0.443
```

***

2 | Here is the molecule C3H7N3O3 from OMol25. Energies are from the ωB97M-V functional and the def2-TZVPD basis.

Output
- Spin multiplicity: 1
- HOMO-LUMO gap: 10.5062 eV
- HOMO level: -0.3644 Eh
- SMILES string: CN(NC(=O)O)C(N)=O
- Lowest unoccupied orbital energy: 0.59 eV

XYZ file:
```
16
Properties=species:S:1:pos:R:3:mulliken_charge:R:1
C 0.741 -1.597 0.683 -0.900
N 0.327 -0.312 0.122 -0.063
N -1.012 -0.024 0.443 -0.254
C -1.934 0.350 -0.487 0.539
O -3.039 0.740 -0.207 -0.582
O -1.496 0.154 -1.753 -0.469
C 1.232 0.848 0.559 0.315
N 1.550 1.286 -0.657 -0.365
O 1.531 1.091 1.696 -0.562
H 1.765 -1.787 0.368 0.341
H 0.079 -2.376 0.308 0.279
H 0.703 -1.583 1.776 0.339
H -1.210 0.232 1.404 0.284
H -2.218 0.399 -2.348 0.357
H 0.877 0.455 -1.153 0.536
H 2.105 2.124 -0.754 0.207
```

***

Most stable = 2

***

1 | Here is a structure of composition C31H33BN7O7P2SeV from OMol25. Energies are from the ωB97M-V functional and the def2-TZVPD basis.

Output
- Spin multiplicity: 3
- HOMO-LUMO gap (alpha / beta): 6.5127 / 6.4194 eV
- HOMO level (alpha / beta): -0.2559 / -0.2558 Eh
- Lowest unoccupied orbital energy (alpha / beta): -0.45 / -0.54 eV

XYZ file:
```
83
Properties=species:S:1:pos:R:3:lowdin_spin:R:1
V 0.098 0.301 0.405 1.939
C -3.709 0.697 -1.850 -0.003
C -4.492 1.267 -0.851 0.013
C -3.895 1.688 0.324 -0.003
C -2.522 1.494 0.494 0.005
C -1.735 0.825 -0.452 -0.040
C -2.353 0.477 -1.649 0.006
C -1.813 2.076 1.654 0.008
C -2.407 3.086 2.460 -0.001
C -1.682 3.660 3.457 0.007
C -0.354 3.239 3.704 0.000
C 0.442 3.777 4.739 0.001
C 1.712 3.314 4.941 -0.001
C 2.230 2.295 4.119 0.002
C 1.485 1.760 3.104 0.001
C 0.179 2.235 2.872 0.002
N -0.558 1.708 1.848 -0.004
H -4.167 0.409 -2.789 -0.001
H -5.556 1.397 -0.999 0.001
H -4.501 2.149 1.091 -0.001
H -1.759 0.019 -2.428 0.000
H -3.416 3.402 2.255 0.000
H -2.109 4.445 4.069 0.000
H 0.025 4.555 5.366 0.000
H 2.323 3.728 5.731 0.000
H 3.235 1.932 4.286 0.000
H 1.896 0.980 2.479 0.001
B 3.401 1.667 -0.039 0.000
N 2.248 2.185 -0.928 0.001
C 2.390 3.179 -1.807 0.008
C 1.138 3.634 -2.184 0.002
C 0.263 2.830 -1.467 0.008
N 0.935 1.958 -0.710 -0.002
N 3.251 0.144 0.242 0.002
C 4.258 -0.681 0.523 0.000
C 3.746 -1.862 1.045 0.000
C 2.373 -1.665 1.033 0.002
N 2.084 -0.453 0.549 0.002
H 3.394 2.252 1.017 0.000
H 4.427 1.827 -0.641 0.000
H 3.379 3.490 -2.095 0.000
H 0.898 4.407 -2.890 0.000
H -0.812 2.812 -1.486 0.000
H 5.269 -0.366 0.331 0.000
H 4.290 -2.734 1.357 0.000
H 1.573 -2.328 1.315 0.000
C -2.076 -4.663 0.184 0.000
C -1.092 -3.505 0.334 0.001
O 0.111 -3.966 0.945 0.000
P -1.750 -2.199 1.402 0.003
O -3.103 -1.741 0.742 0.000
O -2.247 -2.886 2.736 0.000
O -0.789 -1.101 1.719 0.017
P -0.630 -2.713 -1.268 0.004
O -2.079 -2.501 -1.970 0.001
O 0.167 -3.713 -2.025 0.000
O -0.070 -1.382 -0.896 0.015
H -2.181 -5.174 1.141 0.000
H -1.673 -5.364 -0.548 0.000
H -3.057 -4.333 -0.155 0.000
H 0.694 -4.265 0.230 0.000
H -3.059 -1.468 -0.194 0.000
H -1.831 -2.506 3.519 0.000
H -2.174 -3.029 -2.772 0.000
C 0.634 0.639 -6.682 0.000
N 0.345 -0.617 -6.035 0.000
C 0.773 -0.973 -4.790 0.000
Se 1.757 0.000 -3.610 0.000
N 0.303 -2.227 -4.562 0.000
C -0.441 -2.667 -5.634 0.000
C -1.130 -3.845 -5.871 0.000
C -1.780 -3.960 -7.093 0.000
C -1.739 -2.939 -8.041 0.000
C -1.048 -1.758 -7.805 0.000
C -0.406 -1.640 -6.584 0.000
H 1.145 1.270 -5.958 0.000
H -0.293 1.117 -7.000 0.000
H 1.279 0.483 -7.549 0.000
H 0.394 -2.697 -3.660 0.000
H -1.152 -4.639 -5.138 0.000
H -2.326 -4.867 -7.316 0.000
H -2.254 -3.071 -8.983 0.000
H -1.017 -0.967 -8.542 0.000
```

***

2 | Here is a structure of composition C31H33BN7O7P2SeV from OMol25. Energies are from the ωB97M-V functional and the def2-TZVPD basis.

Output
- Spin multiplicity: 3
- HOMO-LUMO gap (alpha / beta): 7.0040 / 6.9044 eV
- HOMO level (alpha / beta): -0.2635 / -0.2635 Eh
- Lowest unoccupied orbital energy (alpha / beta): -0.17 / -0.27 eV

XYZ file:
```
83
Properties=species:S:1:pos:R:3:lowdin_spin:R:1
V -1.038 -0.340 0.866 1.858
C 2.962 -0.140 2.292 -0.006
C 2.864 0.508 3.513 0.021
C 1.648 1.029 3.911 -0.004
C 0.522 0.890 3.097 0.013
C 0.584 0.180 1.887 -0.038
C 1.833 -0.315 1.503 0.011
C -0.722 1.607 3.338 0.003
C -1.005 2.276 4.554 0.001
C -2.133 3.033 4.661 0.001
C -2.974 3.177 3.537 0.001
C -4.142 3.962 3.563 0.000
C -4.925 4.084 2.448 0.001
C -4.525 3.478 1.248 0.001
C -3.383 2.727 1.187 0.001
C -2.610 2.488 2.345 0.000
N -1.530 1.674 2.288 0.000
H 3.917 -0.518 1.955 -0.001
H 3.743 0.649 4.124 0.001
H 1.591 1.581 4.836 -0.001
H 1.947 -0.790 0.534 0.000
H -0.334 2.168 5.391 0.000
H -2.380 3.544 5.582 0.000
H -4.398 4.461 4.487 0.000
H -5.839 4.658 2.485 0.000
H -5.126 3.617 0.360 0.000
H -3.044 2.327 0.246 0.000
B -2.912 0.350 -1.712 0.001
N -1.663 1.214 -1.449 0.009
C -1.282 2.279 -2.162 0.020
C -0.114 2.780 -1.618 0.006
C 0.152 1.940 -0.546 0.023
N -0.793 1.003 -0.467 0.003
N -3.568 0.008 -0.345 0.003
C -4.864 -0.255 -0.171 0.007
C -5.083 -0.526 1.169 0.001
C -3.829 -0.402 1.752 0.011
N -2.940 -0.084 0.818 -0.003
H -3.696 0.996 -2.332 0.000
H -2.601 -0.656 -2.285 0.001
H -1.852 2.622 -3.000 0.002
H 0.462 3.623 -1.941 0.000
H 0.947 1.988 0.178 0.000
H -5.552 -0.252 -0.993 0.001
H -6.012 -0.777 1.641 0.000
H -3.530 -0.528 2.777 0.001
C 0.243 -5.061 0.539 0.000
C -0.894 -4.107 0.804 0.002
O -2.090 -4.802 1.100 0.001
P -0.588 -3.060 2.286 0.003
O -0.867 -4.076 3.478 0.000
O 0.954 -2.813 2.494 0.001
O -1.422 -1.841 2.420 0.020
P -1.072 -2.921 -0.593 0.004
O -2.658 -2.579 -0.356 0.001
O -0.875 -3.463 -1.938 -0.001
O -0.240 -1.737 -0.136 0.020
H 0.441 -5.678 1.413 0.000
H 1.133 -4.491 0.283 0.000
H -0.027 -5.692 -0.306 0.000
H -2.816 -4.298 0.702 0.000
H -1.543 -4.710 3.223 0.000
H 1.232 -1.957 2.108 0.001
H -3.030 -2.493 -1.238 0.000
C 4.579 0.619 -1.805 0.000
N 4.195 0.097 -3.083 0.000
C 2.979 -0.448 -3.374 0.000
Se 1.576 -0.701 -2.262 0.001
N 3.013 -0.827 -4.683 0.000
C 4.243 -0.553 -5.227 0.000
C 4.784 -0.766 -6.481 0.000
C 6.096 -0.366 -6.682 0.000
C 6.839 0.231 -5.671 0.000
C 6.304 0.447 -4.410 0.000
C 4.997 0.044 -4.200 0.000
H 3.715 0.556 -1.143 0.000
H 4.888 1.662 -1.896 0.000
H 5.403 0.037 -1.386 0.000
H 2.232 -1.276 -5.130 0.000
H 4.213 -1.231 -7.267 0.000
H 6.550 -0.523 -7.647 0.000
H 7.855 0.531 -5.872 0.000
H 6.882 0.907 -3.625 0.000
```

***

Most stable = 1

***

1 | Here is the ion C8H10N3 with charge +1 from OMol25. Energies are from the ωB97M-V functional and the def2-TZVPD basis.

Output
- Spin multiplicity: 1
- HOMO-LUMO gap: 9.2696 eV
- Net charge: +1
- HOMO level: -0.4794 Eh
- SMILES string: [H]/N=C(\C)c1[nH+]cc(C#C)n1C
- Lowest unoccupied orbital energy: -3.78 eV

XYZ file:
```
21
Properties=species:S:1:pos:R:3:mulliken_charge:R:1
H -0.542 2.964 -1.034 0.266
N -0.258 1.989 -0.937 -0.530
C -0.451 1.590 0.241 0.620
C -1.068 2.166 1.445 -1.302
C -0.048 0.015 0.425 0.264
N -0.084 -0.705 1.578 -0.100
C 0.266 -1.946 1.305 -0.547
C 0.596 -2.133 -0.003 0.236
C 1.016 -3.205 -0.775 -0.522
C 1.589 -4.006 -1.491 -0.077
N 0.395 -0.832 -0.527 0.209
C 0.584 -0.519 -1.915 -0.964
H -2.039 1.643 1.811 0.351
H -1.562 3.161 1.034 0.351
H -0.401 2.229 2.182 0.406
H -0.228 -0.333 2.526 0.281
H 0.332 -2.635 2.068 0.527
H 2.090 -4.739 -2.065 0.416
H 1.712 -0.705 -2.260 0.322
H 0.114 -1.188 -2.539 0.447
H 0.194 0.352 -2.319 0.345
```

***

2 | Here is the ion C8H10N3 with charge +1 from OMol25. Energies are from the ωB97M-V functional and the def2-TZVPD basis.

Output
- Spin multiplicity: 1
- HOMO-LUMO gap: 9.4605 eV
- Net charge: +1
- HOMO level: -0.5206 Eh
- SMILES string: C[N+]1(C)N=Nc2ccccc21
- Lowest unoccupied orbital energy: -4.70 eV

XYZ file:
```
21
Properties=species:S:1:pos:R:3:mulliken_charge:R:1
C -1.013 2.031 0.239 -0.769
N 0.010 1.197 -0.395 0.377
C 0.179 1.475 -1.819 -0.785
N 1.496 1.637 0.378 -0.371
N 1.870 0.669 0.922 0.002
C 1.120 -0.469 0.803 0.305
C 1.332 -1.720 1.355 -0.667
C 0.380 -2.695 1.092 -0.437
C -0.730 -2.422 0.303 -0.645
C -0.935 -1.162 -0.266 -0.582
C -0.012 -0.179 -0.008 0.706
H -1.885 2.124 -0.408 0.364
H -1.318 1.593 1.190 0.342
H -0.599 3.021 0.420 0.349
H 0.494 2.510 -1.943 0.354
H 0.934 0.814 -2.243 0.336
H -0.764 1.327 -2.349 0.368
H 2.199 -1.909 1.968 0.458
H 0.508 -3.680 1.516 0.422
H -1.465 -3.193 0.131 0.415
H -1.798 -0.970 -0.886 0.458
```

***

Most stable = 2

***

1 | Here is the molecule C2HClN2OS from OMol25. Energies are from the ωB97M-V functional and the def2-TZVPD basis.

Output
- Spin multiplicity: 1
- HOMO-LUMO gap: 10.0416 eV
- HOMO level: -0.3503 Eh
- SMILES string: Sc1nnc(Cl)o1
- Lowest unoccupied orbital energy: 0.51 eV

XYZ file:
```
8
Properties=species:S:1:pos:R:3:mulliken_charge:R:1
S 2.209 -0.811 -0.021 -0.238
C 0.630 -0.070 0.000 0.565
N 0.273 1.159 0.019 -0.313
N -1.096 1.136 -0.024 -0.322
C -1.451 -0.097 -0.029 0.541
Cl -3.037 -0.725 -0.009 -0.135
O -0.422 -0.946 0.037 -0.271
H 2.895 0.354 0.028 0.173
```

***

2 | Here is the molecule C2HClN2OS from OMol25. Energies are from the ωB97M-V functional and the def2-TZVPD basis.

Output
- Spin multiplicity: 1
- HOMO-LUMO gap: 10.0377 eV
- HOMO level: -0.3667 Eh
- SMILES string: Sc1nonc1Cl
- Lowest unoccupied orbital energy: 0.06 eV

XYZ file:
```
8
Properties=species:S:1:pos:R:3:mulliken_charge:R:1
S 2.209 0.332 0.136 -0.170
C 0.512 -0.140 0.038 0.307
N -0.195 -0.640 1.141 -0.295
O -1.524 -0.852 0.713 -0.024
N -1.798 -0.205 -0.334 -0.211
C -0.670 0.224 -0.849 0.363
Cl -0.678 1.330 -2.267 -0.151
H 2.143 -0.050 1.423 0.182
```

***

Most stable = 1

***

1 | Here is a cluster of 2 separate species, C5H8N2S in total from OMol25. Energies are from the ωB97M-V functional and the def2-TZVPD basis.

Output
- Spin multiplicity: 1
- HOMO-LUMO gap: 7.9254 eV
- HOMO level: -0.2944 Eh
- Lowest unoccupied orbital energy: -0.09 eV

XYZ file:
```
16
Properties=species:S:1:pos:R:3:mulliken_charge:R:1
C -1.822 -0.566 -0.106 -0.460
C -1.165 0.328 0.987 -0.523
C -0.267 0.834 -0.354 -0.253
C 2.033 0.706 -0.016 0.113
C -0.503 -0.580 -0.843 -0.377
H -2.471 -0.092 -0.909 0.254
H -2.085 -1.625 0.101 0.345
H -0.463 0.034 1.867 0.224
H -1.841 1.169 1.395 0.282
H -0.966 1.553 -0.807 0.350
H 2.959 1.141 0.363 0.305
H 3.319 -1.156 0.250 0.340
H -0.438 -0.868 -1.880 0.463
N 0.969 1.439 -0.200 -0.668
N 2.053 -0.597 0.038 -0.373
S 0.689 -1.721 0.113 -0.018
```

***

2 | Here is the molecule C5H8N2S from OMol25. Energies are from the ωB97M-V functional and the def2-TZVPD basis.

Output
- Spin multiplicity: 1
- HOMO-LUMO gap: 8.2489 eV
- HOMO level: -0.2763 Eh
- SMILES string: [H]/N=C/N1C=C(C)CS1
- Lowest unoccupied orbital energy: 0.73 eV

XYZ file:
```
16
Properties=species:S:1:pos:R:3:mulliken_charge:R:1
H 3.706 -1.293 -0.019 0.224
N 2.707 -1.336 0.004 -0.655
C 2.195 -0.154 0.004 0.153
N 0.856 0.054 0.000 -0.010
C -0.117 -0.952 0.002 -0.467
C -1.393 -0.538 0.003 0.437
C -2.609 -1.417 -0.006 -1.317
C -1.552 0.966 0.002 -0.467
S 0.138 1.646 -0.002 -0.125
H 2.768 0.774 0.000 0.292
H 0.222 -1.987 -0.026 0.358
H -2.339 -2.468 0.000 0.340
H -3.238 -1.221 0.897 0.296
H -3.214 -1.210 -0.872 0.322
H -2.106 1.309 0.879 0.313
H -2.105 1.302 -0.884 0.307
```

***

3 | Here is the molecule C5H8N2S from OMol25. Energies are from the ωB97M-V functional and the def2-TZVPD basis.

Output
- Spin multiplicity: 1
- HOMO-LUMO gap: 9.9500 eV
- HOMO level: -0.3355 Eh
- SMILES string: Cc1cc(S)nn1C
- Lowest unoccupied orbital energy: 0.82 eV

XYZ file:
```
16
Properties=species:S:1:pos:R:3:mulliken_charge:R:1
C 2.741 0.730 -0.076 -1.269
C 1.259 0.393 -0.101 0.646
C 0.137 1.198 0.092 -0.542
C -0.941 0.300 0.041 0.175
S -2.677 0.723 0.390 -0.237
N -0.551 -0.982 -0.085 -0.876
N 0.821 -0.899 -0.256 0.655
C 1.613 -2.101 -0.303 -0.837
H 3.093 0.608 0.954 0.274
H 3.020 1.757 -0.397 0.334
H 3.379 0.089 -0.632 0.321
H 0.156 2.312 0.090 0.328
H -3.041 0.956 -0.902 0.135
H 2.138 -2.308 0.636 0.304
H 0.956 -2.965 -0.445 0.289
H 2.390 -1.978 -1.073 0.299
```

***

Most stable = 3